DFT (ωB97M-V with the def2-TZVPD basis set) results for an isolated molecule of C2H6OS in a non-equilibrium geometry.

Last column: natural (NBO) charge in e.
CARTESIAN COORDINATES (ANGSTROEM)
H -0.524 -1.185 -0.961  0.18
H 0.384 1.134 0.836  0.22
C 0.518 0.576 -0.130  -0.61
H 2.142 -0.546 0.984  0.10
H -2.061 0.599 0.409  0.46
O -1.902 -0.022 -0.314  -0.69
S 2.056 -0.150 -0.280  0.03
C -0.648 -0.519 -0.165  -0.05
H -0.538 -1.083 0.761  0.14
H 0.574 1.196 -1.141  0.23

The LUMO energy comes out at 0.028 Ha. The total energy comes out at -15052.994 eV. The SMILES is OCCS. The HOMO energy is -8.97 eV. The charge is 0.